# 1
{
  "formula": "C34H35AgF2N8O3",
  "method": "ωB97M-V/def2-TZVPD",
  "elements": ["Ag", "C", "C", "N", "C", "C", "C", "O", "O", "C", "O", "C", "C", "C", "F", "C", "C", "C", "N", "C", "C", "N", "C", "C", "H", "H", "H", "H", "H", "H", "H", "H", "H", "H", "H", "H", "H", "H", "H", "H", "H", "H", "C", "C", "N", "C", "C", "N", "C", "N", "N", "N", "C", "C", "C", "C", "C", "C", "H", "H", "H", "H", "H", "H", "H", "H", "H", "H", "H", "F", "C", "C", "C", "C", "C", "C", "C", "H", "H", "H", "H", "H", "H"],
  "coordinates": [[-0.115, -0.782, -2.948], [4.819, -2.681, 2.484], [4.370, -1.228, 2.542], [3.201, -0.962, 1.710], [3.390, -0.542, 0.417], [2.422, -0.269, -0.482], [2.872, -0.002, -1.930], [3.986, 0.524, -2.042], [2.130, -0.483, -2.821], [1.048, -0.281, -0.024], [0.081, 0.118, -0.657], [0.843, -0.880, 1.329], [-0.458, -1.143, 1.732], [-0.684, -1.730, 2.944], [-1.959, -1.963, 3.362], [0.369, -2.093, 3.785], [1.662, -1.814, 3.399], [1.922, -1.204, 2.161], [0.156, -2.758, 5.038], [0.027, -1.871, 6.178], [0.258, -2.652, 7.453], [-0.729, -3.796, 7.500], [-0.610, -4.679, 6.276], [-0.844, -3.809, 5.062], [5.692, -2.836, 3.121], [5.089, -2.954, 1.464], [4.028, -3.359, 2.809], [5.163, -0.571, 2.192], [4.146, -0.920, 3.565], [4.423, -0.445, 0.102], [-1.273, -0.875, 1.069], [2.464, -2.151, 4.042], [-0.963, -1.385, 6.213], [0.773, -1.081, 6.121], [0.110, -2.055, 8.351], [1.246, -3.107, 7.461], [-1.675, -3.409, 7.523], [-0.611, -4.341, 8.354], [-1.347, -5.473, 6.374], [0.397, -5.092, 6.291], [-1.873, -3.424, 5.084], [-0.754, -4.427, 4.170], [-1.844, 2.416, -2.068], [-0.688, 2.624, -2.984], [-0.181, 1.715, -3.768], [0.895, 2.298, -4.403], [1.036, 3.582, -3.996], [0.017, 3.795, -3.076], [-0.258, 5.028, -2.407], [-1.257, 5.857, -3.049], [-2.536, 5.837, -2.614], [-3.265, 6.554, -3.384], [-2.454, 7.068, -4.381], [-2.762, 7.909, -5.456], [-1.732, 8.260, -6.293], [-0.414, 7.789, -6.074], [-0.100, 6.964, -5.022], [-1.162, 6.614, -4.176], [-2.159, 1.380, -2.178], [-2.676, 3.085, -2.298], [-1.556, 2.572, -1.026], [1.526, 1.731, -5.067], [1.762, 4.342, -4.226], [0.669, 5.598, -2.353], [-0.620, 4.842, -1.399], [-3.773, 8.260, -5.613], [-1.924, 8.904, -7.140], [0.367, 8.085, -6.762], [0.907, 6.601, -4.871], [-1.849, -6.818, -0.782], [-1.922, -5.587, -1.379], [-2.249, -4.487, -0.618], [-2.316, -3.243, -1.232], [-2.055, -3.051, -2.601], [-2.083, -1.708, -3.204], [-1.749, -4.217, -3.325], [-1.675, -5.469, -2.729], [-2.454, -4.609, 0.439], [-2.566, -2.372, -0.632], [-2.796, -1.073, -2.672], [-2.323, -1.714, -4.266], [-1.541, -4.127, -4.385], [-1.427, -6.352, -3.306]],
  "gap_ev": 3.0,
  "homo_energy_ha": -0.1775,
  "total_energy_ha": -2326.97639,
  "fmax_ev_per_a": 0.55,
  "relative_energy_kcal_mol": 0.00
}

***

# 2
{
  "formula": "C34H35BiN3O3P",
  "method": "ωB97M-V/def2-TZVPD",
  "elements": ["Bi", "C", "C", "C", "C", "C", "C", "N", "C", "C", "C", "C", "C", "N", "C", "C", "C", "C", "C", "C", "N", "H", "H", "H", "H", "H", "H", "H", "H", "H", "H", "H", "H", "H", "H", "H", "C", "C", "C", "C", "C", "C", "C", "C", "C", "C", "C", "C", "C", "C", "H", "H", "H", "H", "H", "H", "H", "H", "H", "H", "H", "C", "O", "P", "O", "C", "O", "C", "H", "H", "H", "H", "H", "H", "H", "H", "H"],
  "coordinates": [[-0.345, -1.207, 0.740], [-1.754, 2.326, -2.599], [-2.623, 2.106, -1.399], [-3.323, 3.163, -0.809], [-4.189, 2.909, 0.235], [-4.365, 1.598, 0.660], [-3.618, 0.617, 0.031], [-2.749, 0.859, -0.956], [-3.779, -0.826, 0.339], [-5.038, -1.373, 0.575], [-5.175, -2.743, 0.672], [-4.068, -3.552, 0.452], [-2.846, -2.950, 0.222], [-2.703, -1.615, 0.244], [-1.674, -3.709, -0.298], [-1.623, -5.084, -0.353], [-0.617, -5.683, -1.106], [0.238, -4.890, -1.838], [0.169, -3.504, -1.710], [1.007, -2.613, -2.563], [-0.715, -2.944, -0.880], [-2.377, 2.574, -3.459], [-1.197, 1.422, -2.830], [-1.063, 3.155, -2.454], [-3.193, 4.168, -1.188], [-4.738, 3.714, 0.706], [-5.042, 1.358, 1.468], [-5.899, -0.722, 0.627], [-6.147, -3.185, 0.843], [-4.176, -4.624, 0.418], [-2.364, -5.688, 0.146], [-0.536, -6.760, -1.146], [0.966, -5.325, -2.507], [2.041, -2.947, -2.597], [0.950, -1.576, -2.240], [0.617, -2.660, -3.583], [2.719, 5.189, -1.241], [1.450, 5.113, -0.681], [0.844, 3.882, -0.493], [1.497, 2.712, -0.877], [2.761, 2.799, -1.457], [3.376, 4.030, -1.627], [0.896, 1.375, -0.697], [0.205, 0.932, 0.352], [-0.017, 1.581, 1.665], [-1.151, 1.272, 2.416], [-1.366, 1.822, 3.673], [-0.433, 2.694, 4.207], [0.718, 2.993, 3.484], [0.931, 2.439, 2.235], [3.191, 6.150, -1.382], [0.931, 6.016, -0.391], [-0.136, 3.825, -0.035], [3.271, 1.895, -1.771], [4.361, 4.085, -2.067], [1.039, 0.705, -1.542], [-1.921, 0.629, 2.004], [-2.261, 1.572, 4.224], [-0.595, 3.138, 5.179], [1.458, 3.662, 3.900], [1.833, 2.687, 1.692], [4.037, -1.073, -1.784], [3.753, -1.066, -0.377], [2.462, -1.656, 0.342], [2.602, -3.237, 0.366], [3.800, -3.902, 0.846], [2.764, -1.239, 1.847], [3.450, -0.056, 2.315], [4.935, -0.476, -1.916], [3.220, -0.630, -2.351], [4.227, -2.090, -2.124], [3.660, -4.961, 0.652], [3.911, -3.726, 1.913], [4.675, -3.536, 0.313], [4.127, -0.375, 3.103], [2.712, 0.633, 2.716], [4.012, 0.407, 1.508]],
  "gap_ev": 7.0,
  "homo_energy_ha": -0.4854,
  "total_energy_ha": -2262.08504,
  "fmax_ev_per_a": 0.47,
  "charge": 2,
  "relative_energy_kcal_mol": 41.06
}

***

# 3
{
  "formula": "C34H35CuN7SSb2",
  "method": "ωB97M-V/def2-TZVPD",
  "elements": ["Cu", "N", "C", "N", "C", "N", "C", "C", "N", "C", "C", "N", "H", "H", "H", "H", "H", "C", "C", "C", "Sb", "C", "C", "C", "C", "C", "C", "C", "C", "C", "C", "C", "C", "Sb", "C", "C", "C", "C", "C", "C", "C", "C", "C", "C", "C", "C", "H", "H", "H", "H", "H", "H", "H", "H", "H", "H", "H", "H", "H", "H", "H", "H", "H", "H", "H", "H", "H", "H", "H", "H", "H", "H", "N", "C", "N", "S", "H", "H", "H", "H"],
  "coordinates": [[0.899, -1.897, 0.368], [4.622, -3.593, 1.539], [3.894, -2.474, 1.550], [2.744, -2.705, 0.951], [2.831, -4.018, 0.595], [3.957, -4.594, 0.933], [1.708, -4.668, -0.091], [1.700, -6.007, -0.454], [0.653, -6.551, -1.061], [-0.382, -5.756, -1.304], [-0.385, -4.414, -0.945], [0.664, -3.871, -0.338], [5.542, -3.753, 1.918], [4.218, -1.548, 1.994], [2.553, -6.640, -0.244], [-1.236, -6.194, -1.804], [-1.226, -3.767, -1.155], [-0.070, 0.398, 2.859], [1.450, 0.491, 2.806], [1.947, 1.794, 2.173], [1.028, 2.096, 0.259], [1.018, 4.198, 0.048], [-0.129, 4.901, 0.408], [-0.143, 6.287, 0.328], [0.981, 6.970, -0.114], [2.124, 6.270, -0.472], [2.147, 4.885, -0.392], [2.582, 1.505, -1.052], [3.543, 0.603, -0.605], [4.513, 0.118, -1.471], [4.528, 0.534, -2.795], [3.572, 1.431, -3.249], [2.598, 1.910, -2.383], [-0.856, -0.110, 0.768], [-1.919, -0.540, -1.248], [-1.116, -1.222, -2.157], [-1.593, -1.653, -3.390], [-2.914, -1.404, -3.736], [-3.734, -0.704, -2.857], [-3.234, -0.267, -1.634], [-2.439, 1.325, 1.106], [-3.124, 1.345, 2.316], [-4.125, 2.282, 2.545], [-4.444, 3.212, 1.566], [-3.767, 3.197, 0.354], [-2.774, 2.253, 0.125], [-0.508, 1.332, 3.221], [-0.382, -0.397, 3.542], [1.845, -0.360, 2.228], [1.884, 0.398, 3.808], [3.030, 1.825, 2.042], [1.662, 2.653, 2.784], [-1.014, 4.377, 0.749], [-1.035, 6.832, 0.610], [0.967, 8.050, -0.178], [3.002, 6.803, -0.813], [3.045, 4.347, -0.669], [3.537, 0.278, 0.430], [5.261, -0.580, -1.116], [5.285, 0.161, -3.472], [3.580, 1.757, -4.281], [1.853, 2.605, -2.754], [-0.074, -1.425, -1.897], [-0.939, -2.170, -4.082], [-3.299, -1.734, -4.693], [-4.760, -0.489, -3.131], [-3.890, 0.291, -0.972], [-2.879, 0.629, 3.093], [-4.652, 2.287, 3.490], [-5.219, 3.945, 1.745], [-4.015, 3.917, -0.417], [-2.270, 2.234, -0.837], [-3.878, -4.144, 1.962], [-3.254, -3.154, 1.312], [-3.513, -3.000, 0.017], [-2.154, -2.190, 2.184], [-4.540, -4.751, 1.508], [-3.714, -4.258, 2.947], [-4.258, -3.509, -0.431], [-3.111, -2.216, -0.486]],
  "gap_ev": 6.2,
  "homo_energy_ha": -0.3317,
  "total_energy_ha": -4218.81462,
  "fmax_ev_per_a": 0.19,
  "charge": 1,
  "relative_energy_kcal_mol": 6.07
}